Entry 1:
DFT (wB97M-V/def2-TZVPD) results for a structure of composition C10H9NSSn.

Values from the calculation:
DFT total energy (eV): -28653.6543
Total charge: +2
LUMO level (alpha / beta) (eV): -11.051 / -11.198
Energy above the lowest of the compared OMol25 structures with the same formula, charge and spin (kJ/mol): 2.4
Highest occupied orbital energy (alpha / beta) (hartree): -0.6098 / -0.6092

```
22
Properties=species:S:1:pos:R:3:mulliken_charge:R:1
Sn 1.1812 -1.2444 0.0074 0.96
C 0.6826 0.7490 1.9730 -0.61
C 1.8570 1.4433 1.5227 0.08
C 2.9833 0.5961 1.5581 -0.59
C 2.5904 -0.5853 2.1466 -0.38
C 1.0882 -0.4803 2.4319 -0.34
H -0.2944 1.1930 2.0878 0.48
H 1.8822 2.4923 1.2568 0.46
H 3.9871 0.8757 1.2781 0.46
H 3.2210 -1.3978 2.4828 0.52
H 0.5386 -1.1824 3.0448 0.53
S 1.3765 0.2120 -1.8935 -0.20
C -0.3969 -0.0417 -1.8481 0.81
C -1.2993 0.4816 -2.7487 -0.65
C -2.6460 0.1977 -2.5448 -0.11
C -3.0547 -0.5819 -1.4671 -0.68
C -2.1005 -1.0821 -0.6078 -0.14
N -0.7993 -0.8165 -0.8089 -0.35
H -0.9669 1.0856 -3.5809 0.44
H -3.3820 0.5933 -3.2330 0.44
H -4.0990 -0.8014 -1.2984 0.43
H -2.3492 -1.7056 0.2409 0.47
```

=====

Entry 2:
DFT (wB97M-V/def2-TZVPD) results for a cluster of 9 separate species, C110H86N2O14 in total at a distorted geometry.

Values from the calculation:
DFT total energy (eV): -147107.2687
SMILES: O=C1c2ccccc2C(=O)c2ccccc21.O=C1c2ccccc2C(=O)c2ccccc21.O=C1c2ccccc2C(=O)c2ccccc21.O=C1c2ccccc2C(=O)c2ccccc21.O=C1c2ccccc2C(=O)c2ccccc21.O=C1c2ccccc2C(=O)c2ccccc21.O=C1c2ccccc2C(=O)c2ccccc21.CCN(CC)CC.CCN(CC)CC
LUMO level (eV): -1.428
Highest occupied orbital energy (hartree): -0.3069

```
212
Properties=species:S:1:pos:R:3:mulliken_charge:R:1
O 1.0862 7.1242 -2.1569 -0.68
C 0.9120 6.5552 -1.0487 0.56
C 2.0275 6.4195 0.0212 0.15
C 3.3315 6.7856 -0.2965 -0.40
C 4.4315 6.6089 0.5209 -1.15
C 4.2251 5.9181 1.7187 -0.19
C 2.9077 5.6372 2.1644 -0.87
C 1.8138 5.9445 1.3266 0.61
C 0.3865 5.6997 1.7774 0.34
O 0.1315 5.4037 2.9423 -0.67
C -0.6879 5.6786 0.7119 0.51
C -2.0097 5.2673 0.9969 -0.83
C -2.9405 5.0764 -0.0006 -0.33
C -2.5964 5.2906 -1.3251 -0.63
C -1.3196 5.7041 -1.6471 -0.80
C -0.3645 5.9724 -0.6281 0.38
H 3.4362 7.3332 -1.2215 0.42
H 5.4575 6.9154 0.3805 0.42
H 5.0343 5.7162 2.4049 0.63
H 2.9034 5.2025 3.1530 0.57
H -2.2360 5.0648 2.0333 0.63
H -3.9475 4.7466 0.2079 0.39
H -3.2540 4.9305 -2.1024 0.42
H -1.1913 5.9700 -2.6860 0.51
O -4.0169 -0.6089 5.6023 -0.62
C -3.5158 -1.4322 4.9108 0.13
C -4.3020 -2.6589 4.5147 0.67
C -5.6231 -2.7385 5.0032 -0.90
C -6.4792 -3.8287 4.5903 -0.86
C -5.9203 -4.8278 3.7573 -0.46
C -4.5924 -4.8346 3.4016 -0.66
C -3.7650 -3.8066 3.7833 0.36
C -2.3584 -3.7921 3.3769 0.65
O -1.9024 -4.8361 2.8594 -0.76
C -1.4988 -2.6257 3.7628 0.92
C -0.1235 -2.6323 3.4837 -1.07
C 0.6660 -1.5467 3.7865 -0.29
C 0.2176 -0.5213 4.6069 -0.83
C -1.1610 -0.5122 4.9462 -1.09
C -2.0708 -1.4868 4.4526 0.67
H -6.1253 -2.0273 5.6422 0.44
H -7.5085 -3.9341 4.8999 0.48
H -6.5836 -5.6339 3.4805 0.42
H -4.1816 -5.6075 2.7688 0.56
H 0.2960 -3.5428 3.0819 0.70
H 1.7220 -1.5107 3.5630 0.52
H 0.9656 0.1586 4.9873 0.43
H -1.4530 0.1803 5.7218 0.49
O -6.0007 -1.1384 1.6528 -0.42
C -6.9732 -0.4958 2.0163 -0.01
C -6.7307 1.0383 2.2146 0.32
C -5.4129 1.5417 1.9228 -0.60
C -5.1333 2.8992 2.3055 -0.62
C -6.2361 3.7328 2.7052 -0.67
C -7.4768 3.1895 2.9949 -0.53
C -7.7460 1.8705 2.7062 0.61
C -9.0846 1.2276 3.0731 0.27
O -10.0400 1.9555 3.4338 -0.69
C -9.2722 -0.2505 2.9534 0.36
C -10.5270 -0.7861 3.2558 -0.62
C -10.7477 -2.1197 3.1192 -0.48
C -9.7371 -2.9800 2.6137 -1.06
C -8.5165 -2.4186 2.2041 -0.21
C -8.2296 -1.0559 2.4242 0.40
H -4.5888 0.9624 1.5334 0.42
H -4.1247 3.2625 2.1746 0.67
H -6.0824 4.7578 3.0091 0.41
H -8.0981 3.9576 3.4312 0.40
H -11.3905 -0.2302 3.5898 0.47
H -11.7216 -2.4546 3.4442 0.40
H -9.9749 -4.0000 2.3500 0.51
H -7.8249 -3.0996 1.7305 0.55
O 8.5174 4.2152 2.6641 -0.66
C 7.8222 4.5128 3.6615 0.74
C 8.2418 5.5390 4.6191 0.73
C 9.4243 6.2883 4.3081 -0.90
C 9.9842 7.0535 5.3070 -0.34
C 9.4013 7.1017 6.5743 -0.49
C 8.1993 6.5008 6.8378 -1.05
C 7.6205 5.6388 5.8480 0.29
C 6.4021 4.8595 6.2050 0.56
O 5.9077 4.9290 7.3374 -0.65
C 5.8600 3.9366 5.0763 0.06
C 4.7534 3.1302 5.3220 -0.61
C 4.1379 2.3431 4.3083 -0.48
C 4.7677 2.3614 3.0464 -0.32
C 5.8470 3.1430 2.7634 -0.10
C 6.4952 3.8899 3.7815 -0.16
H 10.0086 6.2885 3.3999 0.42
H 10.9182 7.5516 5.0926 0.40
H 9.9586 7.6878 7.2901 0.37
H 7.8317 6.5143 7.8532 0.43
H 4.3090 3.0486 6.3030 0.42
H 3.3037 1.6673 4.4259 0.58
H 4.2900 1.7667 2.2818 0.24
H 6.2452 3.1177 1.7598 0.57
O 6.7076 -0.5117 -2.1851 -0.68
C 6.1298 -0.0162 -3.1182 0.67
C 5.5157 1.3658 -3.0976 -0.14
C 5.5840 2.0959 -1.8528 -0.78
C 4.8981 3.3092 -1.7173 -0.08
C 4.3022 3.8130 -2.8601 -0.06
C 4.2379 3.2125 -4.0941 -1.48
C 4.7303 1.8997 -4.1773 0.81
C 4.5153 1.2019 -5.3983 0.40
O 3.8957 1.7491 -6.2966 -0.66
C 5.0917 -0.2460 -5.4372 0.34
C 4.7656 -1.0108 -6.4858 -0.52
C 5.3616 -2.2374 -6.7259 -0.87
C 6.3677 -2.6981 -5.8397 -0.66
C 6.6558 -1.9303 -4.6433 -0.57
C 5.9758 -0.7117 -4.4316 0.61
H 6.1856 1.6672 -1.0649 0.61
H 4.9529 3.8606 -0.7903 0.24
H 3.8432 4.7794 -2.7125 0.44
H 3.7017 3.6518 -4.9223 0.52
H 4.0917 -0.6197 -7.2336 0.55
H 5.0596 -2.8818 -7.5382 0.42
H 6.8283 -3.6563 -6.0297 0.41
H 7.1543 -2.3704 -3.7922 0.46
O 2.1584 -4.2981 1.5081 -0.63
C 2.7398 -4.3450 0.4539 0.46
C 3.8266 -5.3688 0.3434 0.35
C 4.1638 -6.2783 1.3841 -0.46
C 5.2208 -7.1739 1.3054 -0.45
C 6.0579 -7.2087 0.1942 -0.75
C 5.6993 -6.3301 -0.8425 -0.28
C 4.6895 -5.3805 -0.8165 0.22
C 4.5730 -4.3519 -1.9553 0.48
O 5.4272 -4.2964 -2.8542 -0.63
C 3.2520 -3.5026 -1.9253 -0.24
C 2.8747 -2.6563 -3.0240 -0.49
C 1.7288 -1.9951 -3.0351 -0.39
C 0.8790 -2.0313 -1.9270 0.13
C 1.2042 -2.7878 -0.8282 -0.92
C 2.4377 -3.4944 -0.7685 0.33
H 3.5297 -6.3242 2.2572 0.45
H 5.3661 -7.6639 2.2568 0.36
H 6.9964 -7.7429 0.2100 0.39
H 6.4606 -6.1866 -1.5951 0.39
H 3.6249 -2.4676 -3.7776 0.47
H 1.5965 -1.2819 -3.8352 0.63
H -0.0842 -1.5537 -2.0289 0.15
H 0.3519 -2.7912 -0.1649 0.40
O -2.1825 -2.0578 -3.9792 -0.80
C -1.4748 -1.6314 -4.8776 0.59
C -0.7144 -2.6006 -5.6749 0.75
C -1.1477 -3.9132 -5.7586 -0.45
C -0.5033 -4.8004 -6.6154 -0.77
C 0.6308 -4.3567 -7.3172 -0.68
C 1.0635 -3.0276 -7.2736 -0.85
C 0.3821 -2.1045 -6.4642 0.70
C 0.7753 -0.6064 -6.5143 0.40
O 1.7568 -0.2078 -7.0640 -0.65
C -0.2626 0.4035 -6.0264 0.92
C -0.1173 1.8054 -6.2045 -0.72
C -1.0820 2.6582 -5.6845 -0.64
C -2.0283 2.1084 -4.8647 -0.46
C -2.1658 0.7594 -4.6613 -1.05
C -1.2588 -0.1758 -5.2461 0.27
H -1.8207 -4.2847 -5.0000 0.49
H -0.7447 -5.8517 -6.6710 0.40
H 1.1040 -5.0741 -7.9712 0.43
H 1.9632 -2.7570 -7.8064 0.46
H 0.6916 2.0847 -6.8633 0.57
H -1.0648 3.7137 -5.9127 0.47
H -2.6852 2.7786 -4.3301 0.27
H -2.9406 0.3889 -4.0064 0.41
C -1.9662 -0.2011 0.4907 -0.31
C -0.9990 0.6811 1.2275 0.28
N 0.0288 1.1938 0.1998 1.51
C 1.2301 1.3232 0.9498 -0.62
C 2.3590 1.6245 -0.0563 -0.68
C -0.4602 2.3930 -0.5436 0.01
C -0.4669 1.9525 -2.0041 -0.34
H -1.3925 -1.0599 0.1422 -0.57
H -2.4404 0.3326 -0.3330 0.46
H -2.8609 -0.5945 0.9732 0.27
H -1.5852 1.5173 1.6088 0.07
H -0.6742 0.1729 2.1354 -0.58
H 1.1039 2.2038 1.5797 0.28
H 1.5022 0.4569 1.5527 0.20
H 3.3815 1.4985 0.2998 0.57
H 2.2610 0.9279 -0.8889 0.00
H 2.3056 2.6809 -0.3191 -0.15
H 0.1185 3.2672 -0.2453 -0.69
H -1.4772 2.5637 -0.1907 0.14
H -0.9316 0.9754 -2.1362 -0.13
H 0.4869 1.7171 -2.4763 0.16
H -0.8553 2.7224 -2.6707 0.25
C -4.4363 -7.3563 -1.2179 -1.16
C -5.7318 -6.4352 -0.9110 -0.04
N -5.8205 -5.0348 -1.6486 -0.03
C -7.0929 -4.4222 -1.1112 -0.01
C -7.4547 -3.1148 -1.7162 -1.28
C -4.6729 -4.2021 -1.3445 -1.72
C -4.3078 -3.6740 0.0583 0.82
H -3.5663 -6.7192 -1.3766 0.29
H -4.5936 -8.1054 -1.9939 0.33
H -4.2642 -7.8956 -0.2865 0.36
H -6.6291 -7.0524 -0.9565 0.45
H -5.6746 -6.1482 0.1389 -0.01
H -7.9118 -5.1410 -1.1377 0.52
H -6.9775 -4.2941 -0.0349 0.05
H -8.4460 -2.7286 -1.4790 0.42
H -6.7090 -2.3853 -1.4004 0.10
H -7.4592 -3.2064 -2.8023 0.38
H -4.8365 -3.3210 -1.9650 0.46
H -3.8764 -4.7702 -1.8250 0.52
H -3.6457 -4.3639 0.5816 0.17
H -5.1171 -3.4901 0.7649 -0.23
H -3.7434 -2.7533 -0.0894 -0.31
```

=====

Entry 3:
DFT (wB97M-V/def2-TZVPD) results for an isolated molecule of C11H10 at a distorted geometry.

Values from the calculation:
DFT total energy (eV): -11565.2176
SMILES: C=C1C(C)=C1c1ccccc1
LUMO level (eV): 0.460
Energy above the lowest of the compared OMol25 structures with the same formula, charge and spin (kJ/mol): 409.9
Highest occupied orbital energy (hartree): -0.2867

```
21
Properties=species:S:1:pos:R:3:mulliken_charge:R:1
C 2.6594 2.0344 0.3466 -0.71
C 2.0970 0.8817 0.1074 0.00
C 2.0007 -0.5401 -0.1296 -0.02
C 2.8594 -1.7963 -0.2166 -0.96
C 0.8076 0.0451 -0.0312 -0.21
C -0.6423 0.0611 0.0058 1.06
C -1.3660 -1.1665 0.2099 -0.51
C -2.7297 -1.1582 0.1626 -0.33
C -3.4747 0.0251 -0.0626 -0.46
C -2.7574 1.1880 -0.2278 -0.38
C -1.3764 1.1809 -0.1014 -0.23
H 3.7912 2.2318 0.3824 0.23
H 1.9633 2.9080 0.3811 0.20
H 3.8593 -1.5646 0.1779 0.29
H 2.8430 -2.0971 -1.3136 0.27
H 2.4052 -2.3922 0.4965 0.33
H -0.9685 -2.1116 0.5751 0.30
H -3.4545 -2.0086 0.3732 0.25
H -4.5409 -0.0657 -0.2143 0.38
H -3.1646 2.2123 -0.4769 0.27
H -0.8111 2.1324 -0.4444 0.21
```

=====

Entry 4:
DFT (wB97M-V/def2-TZVPD) results for an isolated molecule of C11H10 at a distorted geometry.

Values from the calculation:
<S²>: 2.075
DFT total energy (eV): -11562.5630
LUMO level (alpha / beta) (eV): 0.881 / -1.214
Energy above the lowest of the compared OMol25 structures with the same formula, charge and spin (kJ/mol): 0.0
Spin multiplicity: 3
Highest occupied orbital energy (alpha / beta) (hartree): -0.2278 / -0.3313

```
21
Properties=species:S:1:pos:R:3:mulliken_charge:R:1
C 3.5328 -0.0612 0.0735 -0.41
C 2.7657 1.1023 -0.0838 -0.56
C 2.8486 -1.2690 0.1636 -0.43
C 1.3746 1.0388 -0.1836 -0.39
C 1.4294 -1.3049 0.2512 -0.31
C 0.6149 -0.1776 0.0150 1.05
C -0.7537 -0.1811 -0.1524 -0.32
C -2.2486 0.6068 -0.2075 -0.22
C -2.0673 -0.8283 -0.1651 0.14
C -2.7811 -1.9214 -0.3051 -0.79
C -2.7821 1.8276 0.2897 -0.92
H 4.6494 0.0399 -0.0465 0.28
H 3.1645 1.9947 -0.2521 0.50
H 3.2698 -2.2653 0.2738 0.33
H 0.8272 1.9757 -0.4847 0.26
H 1.1297 -2.2786 0.5416 0.40
H -3.8831 -1.9788 -0.1390 0.26
H -2.3298 -2.8350 -0.6744 0.28
H -2.4912 2.5711 -0.4844 0.26
H -2.3189 2.1246 1.2062 0.31
H -3.9507 1.8197 0.3637 0.28
```

=====

Among the records above, which one has the lowest DFT total energy? C110H86N2O14

=====

Among the records above, which one has the highest DFT total energy? number 4